(1)
Here is a molecular structure, C16H50BGaIO8S7 in a non-equilibrium geometry from the OMol25 dataset. Energies are from the ωB97M-V functional and the def2-TZVPD basis.

Values from the calculation:
Total charge: -1
ΔE to the lowest compared entry with this formula, charge and spin: 0.00 kJ/mol
Spin multiplicity: 1
Kohn-Sham gap: 0.1815 Eh

Cartesian coordinates (Å):
C: 1.89 3.85 -0.06
C: 0.57 3.11 -0.48
B: -0.77 3.99 -0.33
O: -0.74 5.44 -0.32
Ga: -2.59 2.91 -0.20
I: -4.45 4.62 0.58
H: 2.73 3.40 -0.64
H: 2.14 3.71 1.00
H: 1.77 4.92 -0.31
H: 0.67 2.88 -1.56
H: 0.43 2.15 0.05
H: -1.01 5.69 -1.21
H: -2.43 1.69 0.85
H: -2.86 2.37 -1.70
C: -0.54 -1.55 -3.91
S: -1.42 -0.01 -3.61
O: -0.92 0.54 -2.31
C: -3.03 -0.76 -3.28
H: 0.51 -1.31 -4.09
H: -0.62 -2.20 -3.03
H: -0.96 -2.04 -4.78
H: -2.95 -1.46 -2.45
H: -3.37 -1.28 -4.18
H: -3.73 0.03 -3.03
C: -5.63 3.70 5.58
S: -6.36 2.38 4.59
O: -6.97 1.40 5.54
C: -4.80 1.69 4.02
H: -6.43 4.25 6.07
H: -4.96 3.27 6.33
H: -5.07 4.37 4.92
H: -4.19 1.39 4.87
H: -4.28 2.43 3.42
H: -5.02 0.82 3.40
C: -2.58 -1.55 4.26
S: -1.51 -1.68 2.82
O: -1.04 -0.31 2.49
C: -2.82 -2.10 1.65
H: -1.98 -1.25 5.11
H: -3.35 -0.80 4.07
H: -3.04 -2.51 4.46
H: -3.57 -1.31 1.65
H: -3.27 -3.05 1.94
H: -2.37 -2.19 0.66
C: -4.93 -1.31 7.58
S: -3.41 -2.24 7.80
O: -3.19 -3.04 6.56
C: -4.05 -3.35 9.07
H: -4.77 -0.57 6.79
H: -5.74 -1.98 7.28
H: -5.19 -0.80 8.51
H: -4.91 -3.89 8.68
H: -4.33 -2.77 9.95
H: -3.26 -4.05 9.33
C: 1.49 2.11 -7.92
S: 1.40 1.50 -6.22
O: 0.10 0.80 -6.07
C: 1.21 3.13 -5.46
H: 1.57 1.26 -8.58
H: 0.59 2.68 -8.16
H: 2.38 2.74 -8.03
H: 0.33 3.63 -5.86
H: 2.10 3.72 -5.65
H: 1.09 2.98 -4.38
C: 3.47 -0.41 -1.97
S: 4.14 -0.50 -3.64
O: 2.98 -0.65 -4.57
C: 4.91 -2.12 -3.46
H: 2.91 0.51 -1.87
H: 2.81 -1.26 -1.79
H: 4.29 -0.42 -1.25
H: 4.15 -2.85 -3.19
H: 5.68 -2.07 -2.69
H: 5.36 -2.39 -4.41
C: 8.57 -4.89 -1.98
S: 8.93 -3.14 -1.75
O: 7.70 -2.39 -2.14
C: 10.09 -3.00 -3.12
H: 7.83 -5.18 -1.24
H: 8.18 -5.06 -2.98
H: 9.49 -5.47 -1.82
H: 9.60 -3.30 -4.05
H: 10.95 -3.64 -2.93
H: 10.41 -1.96 -3.19



(2)
Here is a molecular structure, C16H50F3O13PtS in a non-equilibrium geometry from the OMol25 dataset. Energies are from the ωB97M-V functional and the def2-TZVPD basis.

Values from the calculation:
Total charge: +2
Expectation value of S²: 3.76
Spin multiplicity: 4
Kohn-Sham gap (alpha / beta): 0.1608 / 0.0746 Eh

Cartesian coordinates (Å):
Pt: 1.74 -8.91 13.96
C: -2.46 -7.11 12.49
F: -2.04 -5.88 12.22
F: -3.82 -7.12 12.69
F: -2.20 -7.95 11.46
S: -1.52 -7.73 14.08
O: -2.18 -9.03 14.35
O: -0.11 -7.97 13.75
O: -1.68 -6.81 15.18
O: -2.34 -2.74 12.52
H: -2.59 -2.03 13.12
H: -2.95 -3.45 12.72
O: 1.03 -10.07 12.02
H: 0.92 -10.99 11.77
H: 1.17 -9.61 11.20
O: 0.18 -3.93 15.48
H: 0.24 -3.57 16.36
H: -0.40 -4.68 15.57
O: 0.46 -10.07 15.17
H: 0.22 -10.99 15.30
H: -0.10 -9.58 15.76
O: -3.67 -10.87 12.78
H: -4.54 -10.80 13.18
H: -3.09 -10.42 13.40
C: 0.31 -6.95 8.68
C: 0.62 -8.43 8.53
C: 1.53 -8.84 7.41
O: 1.31 -8.79 9.72
H: -0.33 -6.90 9.56
H: -0.21 -6.48 7.84
H: 1.24 -6.42 8.87
H: -0.30 -9.00 8.37
H: 1.82 -9.89 7.49
H: 2.38 -8.19 7.63
H: 1.17 -8.59 6.42
H: 2.21 -8.56 9.48
C: -5.53 -3.50 7.74
C: -4.53 -3.25 8.85
C: -3.62 -4.55 9.08
O: -3.71 -2.18 8.45
H: -5.20 -3.10 6.78
H: -6.50 -3.07 7.97
H: -5.69 -4.57 7.59
H: -4.97 -2.94 9.80
H: -2.93 -4.36 9.91
H: -2.95 -4.76 8.24
H: -4.21 -5.45 9.30
H: -2.94 -2.16 9.02
C: -6.27 -8.17 10.30
C: -6.50 -7.76 8.88
C: -5.51 -8.18 7.79
O: -7.81 -7.95 8.38
H: -5.22 -8.17 10.60
H: -6.63 -9.19 10.31
H: -6.71 -7.49 11.03
H: -6.34 -6.69 9.03
H: -4.51 -7.78 8.02
H: -5.71 -7.64 6.86
H: -5.42 -9.25 7.61
H: -7.74 -7.57 7.50
C: -7.28 -4.42 14.41
C: -7.60 -5.64 13.46
C: -7.07 -6.95 14.20
O: -9.02 -5.94 13.45
H: -6.20 -4.31 14.48
H: -7.79 -4.65 15.34
H: -7.66 -3.42 14.17
H: -7.21 -5.53 12.44
H: -5.98 -7.01 14.19
H: -7.46 -7.85 13.72
H: -7.37 -6.92 15.24
H: -9.06 -6.82 13.08
C: -4.61 -7.80 16.67
C: -3.68 -9.00 17.03
C: -4.20 -9.66 18.27
O: -3.90 -9.86 15.95
H: -4.17 -7.30 15.81
H: -4.65 -7.11 17.51
H: -5.59 -8.21 16.43
H: -2.66 -8.68 17.22
H: -3.94 -9.00 19.10
H: -3.71 -10.58 18.59
H: -5.27 -9.90 18.23
H: -3.21 -9.61 15.33



(3)
Here is a molecular structure, C16H50Fe2O20P in a non-equilibrium geometry from the OMol25 dataset. Energies are from the ωB97M-V functional and the def2-TZVPD basis.

Values from the calculation:
Total charge: +1
Expectation value of S²: 20.01
Spin multiplicity: 9
Kohn-Sham gap (alpha / beta): 0.2795 / 0.2612 Eh

Cartesian coordinates (Å):
Fe: 1.48 -0.50 -1.03
Fe: -1.39 -2.54 0.40
P: -0.81 0.03 0.18
O: 0.64 0.60 0.24
O: -1.26 -0.84 1.40
O: -0.27 -1.21 -0.52
O: -1.85 0.69 -0.73
C: 2.27 3.02 1.99
C: 1.10 3.77 1.25
O: 0.70 3.18 0.04
O: 1.88 1.82 2.53
H: 2.69 3.55 2.84
H: 3.02 2.85 1.21
H: 1.47 4.79 1.12
H: 0.28 3.80 1.96
H: 0.53 2.24 0.18
H: 1.44 1.32 1.84
C: -4.84 2.15 -0.15
C: -3.94 2.77 0.94
O: -2.64 2.87 0.41
O: -4.51 0.79 -0.36
H: -4.83 2.73 -1.07
H: -5.90 2.19 0.09
H: -3.94 2.35 1.95
H: -4.18 3.81 1.14
H: -2.38 2.10 -0.10
H: -3.57 0.70 -0.52
C: 2.34 1.86 -2.86
C: 3.55 1.11 -2.29
O: 3.37 0.60 -0.95
O: 1.22 1.11 -2.60
H: 2.53 1.90 -3.93
H: 2.24 2.88 -2.48
H: 4.52 1.61 -2.36
H: 3.74 0.24 -2.93
H: 3.89 1.17 -0.38
H: 0.47 1.70 -2.61
C: -2.17 2.58 -3.28
C: -2.09 3.89 -4.13
O: -2.41 5.01 -3.40
O: -1.08 2.45 -2.35
H: -2.08 1.70 -3.92
H: -3.10 2.49 -2.71
H: -2.64 3.81 -5.07
H: -1.07 3.98 -4.50
H: -1.64 5.11 -2.84
H: -1.36 1.84 -1.67
C: 1.73 -3.09 4.20
C: 0.57 -2.02 3.99
O: 0.89 -1.02 3.05
O: 1.64 -4.12 3.26
H: 1.71 -3.31 5.26
H: 2.65 -2.53 4.03
H: 0.41 -1.44 4.89
H: -0.35 -2.46 3.62
H: 0.07 -0.71 2.68
H: 2.39 -4.70 3.41
C: 3.61 -2.27 0.98
C: 4.34 -2.76 -0.31
O: 3.54 -3.64 -1.08
O: 2.41 -1.48 0.78
H: 4.38 -1.76 1.56
H: 3.36 -3.12 1.62
H: 5.16 -3.40 0.03
H: 4.79 -1.92 -0.83
H: 2.84 -3.02 -1.31
H: 1.99 -1.46 1.65
C: 0.34 -4.83 0.18
C: -0.10 -4.61 -1.25
O: -1.50 -4.15 -1.11
O: 0.27 -3.65 1.02
H: 1.38 -5.18 0.22
H: -0.11 -5.72 0.62
H: -0.08 -5.53 -1.84
H: 0.47 -3.81 -1.72
H: -2.12 -4.77 -1.49
H: 0.72 -3.82 1.85
C: -2.36 -1.20 -3.41
O: -3.24 -0.32 -2.84
H: -2.63 -1.45 -4.44
H: -1.42 -0.66 -3.45
H: -2.17 -2.13 -2.86
H: -2.70 0.08 -2.15
C: -1.90 1.27 3.73
O: -2.82 0.21 3.29
H: -1.63 1.88 2.87
H: -2.51 1.85 4.43
H: -1.01 0.99 4.30
H: -2.41 -0.31 2.60



(4)
Here is 9 unconnected molecules or ions with the total composition C16H50N4O16 in a non-equilibrium geometry from the OMol25 dataset. Energies are from the ωB97M-V functional and the def2-TZVPD basis.

Values from the calculation:
ΔE to the lowest compared entry with this formula, charge and spin: 486.61 kJ/mol
Spin multiplicity: 1
SMILES: NC(N)=O.NC(N)=O.OCCO.OCCO.OCCO.OCCO.OCCO.OCCO.OCCO
Kohn-Sham gap: 0.3439 Eh

Cartesian coordinates (Å):
N: 1.68 -0.43 -1.04
C: 0.69 -1.25 -1.11
N: -0.09 -1.37 -0.02
O: 0.35 -1.80 -2.13
H: 2.11 -0.11 -1.89
H: 1.73 0.22 -0.27
H: -1.06 -1.63 -0.09
H: 0.38 -0.87 0.72
N: -1.87 -6.15 -1.60
C: -0.76 -6.81 -1.42
N: 0.22 -6.02 -1.18
O: -0.68 -7.98 -1.21
H: -1.82 -5.14 -1.72
H: -2.79 -6.56 -1.55
H: 0.09 -5.04 -1.39
H: 1.02 -6.35 -0.65
O: 8.02 -3.47 -1.68
C: 6.83 -4.18 -1.30
C: 5.65 -3.94 -2.29
O: 5.96 -4.29 -3.62
H: 8.66 -4.00 -2.16
H: 6.96 -5.25 -1.12
H: 6.47 -3.77 -0.36
H: 5.29 -2.91 -2.39
H: 4.79 -4.49 -1.91
H: 6.88 -4.57 -3.58
O: 3.73 5.02 1.59
C: 3.59 5.66 2.83
C: 3.61 7.19 2.81
O: 2.38 7.74 2.24
H: 2.96 5.26 1.06
H: 2.71 5.28 3.34
H: 4.41 5.27 3.45
H: 4.52 7.42 2.25
H: 3.79 7.60 3.81
H: 2.61 8.49 1.68
O: -0.63 4.31 -0.76
C: -1.82 3.51 -1.10
C: -2.95 4.45 -0.71
O: -3.40 5.48 -1.60
H: -0.85 5.17 -1.11
H: -1.98 3.41 -2.17
H: -1.79 2.62 -0.47
H: -2.91 4.90 0.29
H: -3.85 3.85 -0.60
H: -3.88 5.07 -2.32
O: 1.38 0.47 4.07
C: 2.27 -0.54 4.50
C: 3.17 -0.10 5.64
O: 2.49 -0.20 6.86
H: 0.82 0.65 4.83
H: 1.66 -1.37 4.85
H: 2.87 -0.73 3.61
H: 3.37 0.97 5.60
H: 4.12 -0.63 5.59
H: 1.65 0.21 6.67
O: -7.52 -3.21 -0.65
C: -7.48 -2.03 -1.37
C: -6.07 -1.49 -1.65
O: -5.21 -1.68 -0.53
H: -8.45 -3.42 -0.56
H: -7.94 -2.17 -2.35
H: -8.08 -1.28 -0.86
H: -6.10 -0.49 -2.09
H: -5.52 -2.09 -2.37
H: -5.53 -2.42 -0.02
O: 1.57 -1.35 -6.38
C: 1.79 0.00 -6.73
C: 3.18 0.47 -6.13
O: 3.08 1.39 -5.03
H: 1.05 -1.29 -5.57
H: 1.85 0.10 -7.81
H: 0.94 0.53 -6.29
H: 3.77 1.12 -6.78
H: 3.88 -0.27 -5.74
H: 2.64 2.20 -5.28
O: -5.73 1.08 2.65
C: -5.04 1.22 3.88
C: -5.88 0.76 5.03
O: -5.12 0.67 6.24
H: -5.19 0.49 2.11
H: -4.18 0.56 3.81
H: -4.73 2.26 3.98
H: -6.17 -0.24 4.70
H: -6.82 1.30 5.10
H: -5.74 1.00 6.89



(5)
Here is 7 unconnected molecules or ions with the total composition C16H50N4O7 in a non-equilibrium geometry from the OMol25 dataset. Energies are from the ωB97M-V functional and the def2-TZVPD basis.

Values from the calculation:
Total charge: +1
Expectation value of S²: 0.76
ΔE to the lowest compared entry with this formula, charge and spin: 83.66 kJ/mol
Spin multiplicity: 2
Kohn-Sham gap (alpha / beta): 0.3678 / 0.1352 Eh

Cartesian coordinates (Å):
O: 1.34 0.25 -2.97
H: 0.39 0.17 -2.96
H: 1.56 0.64 -2.12
O: 1.30 -0.10 4.46
H: 0.99 -0.80 5.04
H: 1.38 -0.51 3.60
O: -1.54 0.04 -2.97
H: -2.34 0.51 -2.76
H: -1.81 -0.88 -3.04
C: -1.50 5.98 -2.57
C: -1.32 4.74 -3.45
C: -0.57 3.59 -2.83
O: 0.69 3.97 -2.16
C: 1.80 4.33 -2.89
N: -2.64 4.35 -3.88
H: -1.94 6.79 -3.17
H: -0.52 6.36 -2.28
H: -2.25 6.08 -1.79
H: -0.78 5.19 -4.28
H: -0.32 2.75 -3.49
H: -1.18 3.16 -2.04
H: 1.71 5.19 -3.56
H: 2.21 3.48 -3.44
H: 2.58 4.61 -2.17
H: -2.59 3.87 -4.77
H: -3.08 5.25 -3.98
C: 3.34 -2.99 1.72
C: 2.04 -3.15 2.59
C: 2.45 -3.48 4.08
O: 3.41 -4.52 4.27
C: 3.91 -4.49 5.65
N: 1.07 -2.10 2.35
H: 3.99 -3.87 1.75
H: 3.95 -2.14 2.01
H: 3.10 -2.91 0.66
H: 1.61 -4.07 2.19
H: 1.51 -3.71 4.58
H: 2.82 -2.54 4.47
H: 4.47 -5.42 5.68
H: 3.10 -4.71 6.35
H: 4.54 -3.64 5.91
H: 0.60 -2.41 1.51
H: 0.25 -2.06 2.94
C: -1.01 -1.86 0.13
C: -2.01 -3.06 0.04
C: -2.14 -3.80 -1.34
O: -2.29 -2.88 -2.38
C: -2.47 -3.57 -3.62
N: -1.71 -3.87 1.13
H: -1.00 -1.42 1.13
H: -1.33 -1.02 -0.48
H: 0.03 -2.08 -0.12
H: -3.03 -2.68 0.12
H: -3.04 -4.39 -1.19
H: -1.25 -4.40 -1.52
H: -2.75 -2.86 -4.39
H: -3.20 -4.36 -3.42
H: -1.57 -4.13 -3.86
H: -2.31 -4.68 1.14
H: -0.81 -4.33 1.08
C: 1.69 1.57 1.60
C: 0.46 1.30 0.82
C: -0.63 2.24 1.30
O: -1.83 1.79 0.76
C: -3.03 2.65 0.90
N: 0.77 1.49 -0.57
H: 1.75 1.57 2.69
H: 2.10 2.53 1.31
H: 2.51 0.91 1.30
H: 0.30 0.23 0.95
H: -0.46 3.25 0.90
H: -0.50 2.25 2.38
H: -3.33 2.96 1.90
H: -3.81 2.19 0.29
H: -2.78 3.61 0.46
H: -0.14 1.59 -1.00
H: 1.07 2.45 -0.67



(6)
Here is 9 unconnected molecules or ions with the total composition C16H50O9 in a non-equilibrium geometry from the OMol25 dataset. Energies are from the ωB97M-V functional and the def2-TZVPD basis.

Values from the calculation:
ΔE to the lowest compared entry with this formula, charge and spin: 384.81 kJ/mol
Spin multiplicity: 1
SMILES: CCO.CCO.CCO.CCO.CCO.CCO.CCO.CO.CO
Kohn-Sham gap: 0.3767 Eh

Cartesian coordinates (Å):
C: -1.64 -2.81 2.22
C: -2.13 -3.15 3.56
O: -1.99 -2.14 4.55
H: -0.56 -2.73 2.23
H: -2.05 -1.89 1.86
H: -1.88 -3.55 1.50
H: -1.59 -3.90 4.03
H: -3.21 -3.38 3.53
H: -2.21 -2.33 5.46
C: -1.64 1.38 -2.75
C: -0.48 2.23 -2.13
O: -0.92 3.57 -1.84
H: -1.24 0.36 -2.87
H: -1.86 1.76 -3.82
H: -2.55 1.24 -2.22
H: 0.32 2.19 -2.84
H: -0.07 1.73 -1.25
H: -1.74 3.57 -1.32
C: -3.61 -1.55 -0.23
C: -4.35 -1.07 -1.47
O: -4.85 0.20 -1.18
H: -2.68 -0.96 -0.12
H: -3.27 -2.57 -0.38
H: -4.20 -1.50 0.69
H: -5.12 -1.70 -1.92
H: -3.65 -0.83 -2.28
H: -4.30 0.68 -0.62
C: 1.03 1.45 3.46
C: -0.10 0.44 3.34
O: 0.26 -0.66 4.15
H: 1.27 1.77 4.44
H: 0.70 2.29 2.87
H: 1.93 1.06 3.01
H: -0.33 0.09 2.30
H: -1.00 0.85 3.74
H: -0.46 -1.25 4.19
C: 3.43 -1.48 -0.25
C: 3.48 -1.55 1.24
O: 2.18 -1.48 1.61
H: 4.51 -1.60 -0.52
H: 3.09 -0.57 -0.71
H: 2.79 -2.27 -0.59
H: 4.03 -0.81 1.84
H: 3.94 -2.56 1.51
H: 2.16 -1.80 2.50
C: 2.06 2.56 0.47
C: 3.10 2.44 -0.62
O: 4.27 1.86 -0.13
H: 1.32 3.43 0.14
H: 2.36 2.84 1.47
H: 1.50 1.69 0.55
H: 3.27 3.40 -1.09
H: 2.59 1.78 -1.37
H: 4.91 1.82 -0.81
C: 1.74 -0.25 -3.72
C: 2.56 0.38 -4.86
O: 2.16 1.73 -4.90
H: 2.02 0.17 -2.78
H: 1.97 -1.33 -3.49
H: 0.66 -0.21 -3.81
H: 2.52 -0.13 -5.87
H: 3.58 0.41 -4.54
H: 2.95 2.28 -4.72
C: -0.24 -1.80 -1.15
O: -0.17 -0.80 -0.22
H: -1.05 -1.55 -1.84
H: -0.52 -2.69 -0.63
H: 0.68 -1.94 -1.72
H: 0.51 -1.03 0.42
C: -2.12 1.80 0.93
O: -3.39 1.66 1.41
H: -2.09 2.71 0.31
H: -1.74 1.02 0.27
H: -1.41 2.06 1.71
H: -3.46 0.94 2.03